(1)
The following is a quantum chemistry calculation of the molecule C5H11N2P at a distorted geometry, from OMol25.

- LUMO level (eV) = 0.672
- orbital gap (eV) = 8.4
- relative energy (zero: lowest compared OMol25 entry of this formula, charge and spin) (eV) = 2.178
- SMILES = CC1=NPN(C)[C@@H]1C

The geometry in ORCA input format:
```
! RIJCOSX wB97M-V def2-TZVPD def2/J DEFGRID3
* xyz 0 1
P -0.0455 1.2324 1.9706
N -0.0401 1.3852 0.2370
N -0.0167 -0.4108 1.9665
C 0.3417 2.5626 -0.6001
C 0.0628 -0.9970 0.8298
C -0.7386 -0.5077 -1.6033
C 0.2023 -0.1942 -0.4270
C 0.4138 -2.4461 0.9652
H 1.1683 -0.0492 -0.7947
H 1.4157 2.8932 -0.3204
H -0.3711 3.3957 -0.3608
H -0.5133 0.0749 -2.4118
H 0.3590 2.2810 -1.5560
H -0.4140 -1.4033 -1.9870
H 0.8803 -2.9564 0.1819
H 0.9456 -2.5457 1.8245
H -1.6901 -0.4530 -1.1743
H -1.5736 1.2592 2.2505
H -0.3865 -3.1207 1.0094
*
```

=====

(2)
The following is a quantum chemistry calculation of a structure of composition C24H26N2O6PPt, from OMol25.

- LUMO level (eV) = 2.542
- orbital gap (eV) = 7.9
- relative energy (zero: lowest compared OMol25 entry of this formula, charge and spin) (eV) = 0.904

The geometry in ORCA input format:
```
! RIJCOSX wB97M-V def2-TZVPD def2/J DEFGRID3
* xyz -1 1
Pt 0.5460 -1.8169 -0.4724
P -0.9550 1.4046 -0.7082
O 2.6086 -1.7682 -0.6482
O 4.5206 -1.6824 0.5048
O 4.2065 -1.9110 4.9158
O -1.4697 -1.8931 -0.2555
O 5.2539 -1.7549 2.9523
O -3.3928 -1.0131 0.4203
N 1.7152 -1.9819 3.7150
N 1.1278 -1.8995 1.6219
C 1.4425 1.9125 0.5234
C -2.1819 -0.9383 0.2548
C 0.2624 -1.7548 -2.4739
C 0.8532 -4.1738 -2.9178
C -4.5238 4.2511 -1.5186
C -1.4498 0.3217 0.7091
C -0.0444 3.7924 0.6411
C 4.1844 -1.8468 3.7035
C 2.3994 2.6144 1.2368
C -3.3785 2.7967 0.0185
C -0.7580 -2.0981 3.2362
C -4.4269 3.6584 -0.2666
C 3.2802 -1.7533 0.4261
C -2.5303 3.0973 -2.1981
C -3.5716 3.9696 -2.4858
C 0.2003 2.4872 0.2300
C -0.2023 -3.0824 -3.0735
C 0.9221 4.5027 1.3459
C 0.6734 -1.9997 2.8513
C 2.4926 -1.8283 1.6905
C 2.1397 3.9162 1.6517
C 2.8815 -1.8761 2.9980
C -0.5622 -2.9082 -4.5502
C -2.4096 2.5067 -0.9413
H -0.8905 -2.7742 4.0809
H 0.5135 -5.1241 -3.3403
H 0.3101 -2.5637 -5.1149
H -1.3539 -2.1665 -4.6746
H -1.1557 -1.1192 3.5103
H 5.0127 -1.7219 1.9528
H -1.7965 2.8612 -2.9605
H -0.9933 4.2623 0.4125
H -5.1744 3.8639 0.4898
H 2.8884 4.4708 2.2037
H 1.2021 -1.4511 -2.9567
H 1.7749 -3.8850 -3.4331
H 1.1010 -4.3286 -1.8665
H -0.4817 -0.9830 -2.6980
H -0.9012 -3.8479 -4.9968
H -1.3282 -2.4686 2.3856
H -0.5020 0.0532 1.1764
H -3.3275 2.3415 0.9982
H -5.3453 4.9212 -1.7407
H 1.6938 -2.0378 4.7207
H 3.3524 2.1491 1.4577
H 1.6507 0.9037 0.1752
H -2.0689 0.8521 1.4313
H 0.7166 5.5193 1.6594
H -3.6442 4.4176 -3.4691
H -1.1066 -3.3952 -2.5401
*
```

=====

(3)
The following is a quantum chemistry calculation of a structure of composition C35H52BrIrN3OP2 at a distorted geometry, from OMol25.

- LUMO level (alpha / beta) (eV) = -10.781 / -14.068
- orbital gap (alpha / beta) (eV) = 6.0 / 4.1
- relative energy (zero: lowest compared OMol25 entry of this formula, charge and spin) (eV) = 4.877

The geometry in ORCA input format:
```
! RIJCOSX wB97M-V def2-TZVPD def2/J DEFGRID3
* xyz 4 6
Ir -1.2174 -1.7329 -0.6972
Br 4.9892 0.0795 -4.9762
P -2.7621 -1.2518 1.0156
P -2.1587 -1.0890 -2.6156
O 1.5290 2.1350 1.5060
N 0.1349 -1.5784 1.2368
N 3.1668 1.8623 3.0799
N -1.1698 -7.3487 -1.0572
C -2.0385 0.2597 -5.3824
C 0.9469 -0.5012 1.2427
C 1.8968 -0.3196 -2.3708
C 1.6243 -0.0711 2.3970
C -3.7601 1.4118 -2.3857
C -2.4344 -3.2544 -4.8838
C -5.1239 -2.7839 1.4527
C -2.0481 -2.7242 -3.5182
C -1.0233 -5.3775 -2.3935
C -4.4971 -1.6982 0.5971
C 3.0264 0.1630 -3.0151
C -2.8850 -1.5367 2.8313
C -0.2622 -4.7302 -1.4067
C 5.0724 1.5831 4.6683
C 0.1811 -5.4913 -0.2902
C -3.9308 -0.6504 3.5154
C 4.3113 1.0020 3.4951
C 2.2362 -2.5208 -3.4107
C 3.3645 -2.0120 -4.0960
C 3.7306 -0.6528 -3.9149
C -2.3134 0.5989 1.0862
C 4.4626 3.3687 1.5107
C 2.1286 1.3768 2.2768
C -3.3707 0.0586 -1.8381
C 3.5712 3.2748 2.7616
C 1.5687 -0.8630 3.5620
C 1.5579 -1.7039 -2.4774
C -0.2471 -3.2843 -1.3402
C -1.4558 -6.6898 -2.1888
C 0.4316 -2.1921 -1.7129
C 0.7999 -2.0198 3.5349
C -0.3139 -6.7995 -0.1708
C 0.0737 -2.3174 2.3634
C -1.5262 0.1311 -3.9437
C -3.5302 1.4806 1.0302
H 5.7540 2.3737 4.3368
H 0.8884 0.1246 0.3365
H 5.4401 2.8860 1.6874
H -1.5559 1.1455 -3.5337
H 4.6485 4.4316 1.2831
H -5.0532 -0.7609 0.5813
H 5.6803 0.7768 5.0839
H -1.6867 0.8372 0.2120
H -2.0826 -4.2954 -4.9738
H -0.9540 -2.8455 -3.3974
H 2.6523 3.8578 2.5917
H -4.4728 -2.1280 -0.4058
H 2.1256 -0.5695 4.4543
H 4.1167 3.6524 3.6467
H -3.1784 2.5076 0.9112
H 4.4215 1.9528 5.4657
H 0.0097 -7.4427 0.6597
H -4.8830 -0.5467 2.9761
H -4.1698 -1.1006 4.4822
H 0.6641 -2.6243 4.4354
H -1.9107 -1.3488 3.3031
H -3.5257 -3.2469 -4.9436
H -1.3894 -4.8502 -3.2542
H -1.9862 -7.1803 -3.0063
H 1.2738 0.3765 -1.7954
H -4.4520 -3.6447 1.4718
H 3.8592 -2.6083 -4.8648
H -3.0965 0.5747 -5.4156
H -1.4785 1.0586 -5.9032
H -1.9276 -0.6512 -5.9787
H -0.4919 -0.1993 -3.8766
H -2.8977 1.9968 -2.7169
H 3.8830 0.0195 3.7097
H -6.0452 -3.0941 0.9442
H -2.7609 0.2481 -0.9446
H 4.9924 0.9165 2.6276
H -2.0115 -2.7151 -5.7364
H -4.4633 1.2657 -3.2044
H 1.7820 -3.4881 -3.6053
H -3.1173 -2.5965 3.0195
H 0.7805 -5.1040 0.5436
H -4.1997 -0.5520 -1.4818
H -4.1864 1.4419 1.9066
H -2.5577 -3.3319 -2.7512
H -1.6522 0.7873 1.9306
H -4.1342 1.2552 0.1579
H 3.9591 2.8996 0.6446
H -4.2375 2.0019 -1.6049
H 3.3195 1.2044 -2.9005
H -5.3905 -2.4974 2.4835
H -3.5097 0.3347 3.7339
H -0.7185 -3.0710 2.4108
*
```

=====

(4)
The following is a quantum chemistry calculation of a structure of composition C12H3Cl4IIrN2O3S4, from OMol25.

- LUMO level (eV) = 1.887
- orbital gap (eV) = 6.6
- relative energy (zero: lowest compared OMol25 entry of this formula, charge and spin) (eV) = 0.000

The geometry in ORCA input format:
```
! RIJCOSX wB97M-V def2-TZVPD def2/J DEFGRID3
* xyz -1 1
Ir -0.1313 0.1848 0.0545
I 1.7442 -5.7019 0.7930
Cl 4.8671 0.2689 0.4522
Cl 3.5942 -0.5370 5.6746
Cl 5.7695 -0.1145 3.4531
Cl 0.5408 -0.5679 4.8635
S -2.4669 4.4337 -0.0368
S -2.3603 0.1519 -0.4213
S -4.4776 2.3255 -0.4683
S -0.1825 2.4567 0.0079
O 1.9303 0.1915 0.1096
O 0.1002 -0.1362 1.9949
O -5.0456 4.8967 -0.3324
N 0.0178 -1.9310 -0.0345
N -1.0470 -2.7304 -0.1595
C 1.3809 -0.1239 2.3624
C 0.6080 -4.0444 0.3583
C 3.1293 -0.3061 4.0243
C -0.7357 -4.0156 0.0714
C 4.0886 -0.1182 3.0425
C 1.0390 -2.7112 0.2833
C 2.3546 0.0696 1.3538
C -1.8846 2.7835 -0.1076
C 1.7726 -0.3140 3.6779
C 3.6985 0.0632 1.7102
C -4.1741 4.0669 -0.3338
C -2.8095 1.8246 -0.3014
H -1.9455 -2.3170 -0.3609
H 2.0192 -2.2899 0.4247
H -1.4686 -4.8006 0.0092
*
```

=====

(5)
The following is a quantum chemistry calculation of a structure of composition C3H9N5 at a distorted geometry, from OMol25.

- LUMO level (eV) = 0.425
- orbital gap (eV) = 9.5
- relative energy (zero: lowest compared OMol25 entry of this formula, charge and spin) (eV) = 6.020

The geometry in ORCA input format:
```
! RIJCOSX wB97M-V def2-TZVPD def2/J DEFGRID3
* xyz 0 1
N 1.2351 -0.7182 1.2710
N 2.4011 0.2742 -0.5889
N -0.4813 1.9350 0.0083
N -2.5766 0.0054 0.1729
N -0.7953 -1.5852 -0.5249
C -0.1462 0.5694 -0.2162
C 1.0983 -0.1167 0.1478
C -1.3807 -0.4244 -0.1319
H -1.0566 2.1851 1.1649
H -2.3577 1.0255 0.0238
H 3.1899 -0.5466 -0.5782
H 0.6200 2.3980 0.2152
H -1.2565 -2.6703 -0.4984
H 0.2766 -1.8393 -0.1992
H 2.1194 -1.1727 1.3445
H 2.4724 0.7021 -1.3923
H 0.0829 0.3699 -1.2474
*
```

=====

(6)
The following is a quantum chemistry calculation of a structure of composition C9H19N3O3S at a distorted geometry, from OMol25.

- LUMO level (eV) = 0.329
- orbital gap (eV) = 9.2
- relative energy (zero: lowest compared OMol25 entry of this formula, charge and spin) (eV) = 7.368

The geometry in ORCA input format:
```
! RIJCOSX wB97M-V def2-TZVPD def2/J DEFGRID3
* xyz 0 1
S -6.2579 -1.0395 0.0978
O -2.5098 2.0974 0.2294
O 0.0463 3.3508 -0.2583
O 1.7059 2.0267 -0.9796
N -3.5923 -1.0585 -1.3784
N -1.2065 0.3099 -0.1868
N 4.9034 -2.1556 -0.3685
C 3.6809 -0.7603 1.0096
C -2.4675 0.8714 -0.0547
C 0.1560 0.8109 0.4506
C 2.5181 0.3165 0.9147
C 1.3816 -0.0053 0.0902
C -3.7308 0.0580 -0.5140
C 0.6430 2.1055 -0.3150
C 4.0307 -0.9400 -0.5020
C -4.6558 -0.2473 0.7496
H 3.2372 -1.8193 1.3075
H -3.2343 -0.6032 -2.2571
H 4.5820 -0.1548 -1.0434
H 2.1337 0.7383 1.8847
H 1.6357 0.4620 -1.0180
H 1.1998 -1.3412 -0.1013
H -4.3844 -0.9330 1.6294
H 4.9308 -2.8340 -1.4009
H 4.4075 -0.2887 1.7279
H 0.0559 1.2615 1.5151
H -2.8101 -1.7645 -0.9175
H 3.1112 -1.3008 -1.0091
H 5.9179 -2.0702 -0.0241
H -4.5046 0.8540 -0.9131
H -1.0139 -0.5241 -0.7950
H -7.0923 -0.8413 1.2272
H 2.9421 1.1485 0.2783
H -0.9788 3.2878 -0.0346
H -4.7806 0.9826 0.9593
*
```